Entry from the OMol25 dataset: an isolated molecule of C4H8O2 (ωB97M-V/def2-TZVPD).

Computed properties:
ΔE to the lowest compared entry with this formula, charge and spin in eV: 4.4876
SMILES: O[C@H]1C[C@@H](O)C1
HOMO in eV: -8.98

Structure (XYZ):
```
14
C4H8O2 (ωB97M-V/def2-TZVPD)
O 2.05 0.91 -0.36
C 0.95 0.38 0.24
C -0.43 1.00 0.10
C -1.10 -0.37 -0.13
O -1.72 -0.70 -1.35
C 0.32 -0.99 -0.05
H 2.76 0.42 0.07
H 1.21 0.40 1.55
H -0.74 2.00 -0.23
H -0.07 0.97 1.19
H -1.76 -0.64 0.71
H -2.59 -0.27 -1.38
H 0.59 -1.38 -1.04
H 0.52 -1.72 0.73
```